{"formula": "C35H44CsN5O2PS2Si2", "method": "wB97M-V/def2-TZVPD", "e_homo_ev": -3.3, "gap_ha": 0.186, "lumo_ev": 1.747, "e_above_lowest_ev": 0.302, "total_charge": -1, "species": ["Cs", "S", "S", "P", "Si", "Si", "O", "O", "N", "N", "N", "N", "N", "C", "C", "C", "C", "C", "C", "C", "C", "C", "C", "C", "C", "C", "C", "C", "C", "C", "C", "C", "C", "C", "C", "C", "C", "C", "C", "C", "C", "C", "C", "C", "C", "C", "C", "C", "H", "H", "H", "H", "H", "H", "H", "H", "H", "H", "H", "H", "H", "H", "H", "H", "H", "H", "H", "H", "H", "H", "H", "H", "H", "H", "H", "H", "H", "H", "H", "H", "H", "H", "H", "H", "H", "H", "H", "H", "H", "H", "H", "H"], "positions_angstrom": [[-1.96089, 1.17937, -0.70420], [-0.31277, 6.58021, 0.62810], [-6.07421, 4.22141, 1.85867], [2.46649, 1.07188, 0.43005], [-0.10007, -2.72905, -1.54344], [-1.46940, -3.36448, 1.35075], [-6.25258, -0.85146, 0.75758], [-3.47041, -0.30877, -2.77680], [-6.01916, 2.09969, 0.18964], [-1.28317, 4.20320, 0.69903], [-4.08839, 3.41281, 0.42128], [1.03522, 4.23347, 0.34302], [-4.78327, -0.23848, -0.89909], [3.19504, -2.63985, 1.92530], [2.42041, 1.76222, -3.58303], [1.66992, -3.44264, -1.52198], [-4.60252, 5.12595, 1.90790], [-2.40973, -4.89965, 0.74268], [-3.69311, 4.55394, 1.08348], [-0.79694, -2.32112, 0.05589], [-4.41278, -2.37108, -1.90412], [-2.33837, 5.07867, 0.87703], [3.32852, -0.35836, 1.16559], [-5.53014, -1.13525, -0.18964], [-5.32778, 3.11572, 0.72264], [3.64361, -0.28122, -3.28384], [-0.01830, -1.22395, -2.69393], [4.43169, 3.11853, 0.00922], [-2.65738, -2.38072, 2.45102], [4.27478, 3.98286, 2.64217], [-5.38098, -2.55130, -0.74542], [2.80470, 0.90090, -1.35797], [3.49938, -0.17099, -1.90646], [3.58932, 2.45303, 0.89515], [2.57757, -1.50782, 1.40738], [5.29993, -1.47931, 1.98806], [-0.21918, -4.12903, 2.57528], [3.51954, 2.90222, 2.21646], [5.10605, 4.64545, 1.74625], [2.25819, 1.86284, -2.21126], [4.54882, -2.62565, 2.21952], [3.10971, 0.68363, -4.12247], [5.18266, 4.21003, 0.43228], [-1.02057, -4.06569, -2.53288], [4.69369, -0.35151, 1.45802], [-2.01388, 6.39386, 0.86519], [-4.17921, -0.86641, -1.93413], [-0.16907, 4.85116, 0.56804], [-3.44665, -2.84423, -1.72117], [2.02136, -3.69207, -2.52926], [-3.03019, -2.97846, 3.28819], [2.85960, 2.39869, 2.91536], [4.50100, 2.78639, -1.01871], [4.20930, 4.31421, 3.67090], [2.60363, -3.52956, 2.09599], [1.51559, -1.54808, 1.16422], [-6.36543, -2.91942, -1.03769], [0.51086, -0.38785, -2.22637], [-2.89790, -5.41751, 1.57429], [5.83046, 4.71826, -0.27120], [1.04166, 3.26357, 0.63649], [-5.47384, 1.35785, -0.28369], [-1.97466, -3.69454, -2.91411], [-3.17204, -4.63472, 0.00553], [6.35943, -1.46610, 2.21274], [-1.02150, -0.89660, -2.98414], [-2.15490, -1.50374, 2.87177], [1.70476, 2.69931, -1.79550], [5.02294, -3.50962, 2.62839], [-5.00639, -3.20230, 0.04494], [-1.23078, -4.93812, -1.90885], [1.86383, 4.72951, 0.63338], [-6.78993, 1.72764, 0.72085], [-4.46905, 5.97177, 2.55994], [4.16294, -1.13610, -3.69812], [2.38357, -2.74753, -1.07306], [3.21183, 0.58783, -5.19596], [-3.52076, -2.02271, 1.88328], [5.69113, 5.49554, 2.07366], [1.98854, 2.51299, -4.23278], [-4.78387, -2.71279, -2.87043], [0.49536, -4.75952, 2.03524], [-0.70823, -4.75179, 3.33180], [-0.42720, -4.40204, -3.38898], [3.91445, -0.93491, -1.26213], [1.69341, -4.35956, -0.92282], [0.52836, -1.47391, -3.60870], [-2.67290, 7.24094, 0.94595], [-0.93976, -1.26540, 0.29656], [5.28358, 0.53733, 1.26990], [0.34650, -3.34905, 3.09412], [-1.72913, -5.61283, 0.26818]], "atomic_forces_ev_per_a": [[-0.0419, -0.0214, 0.0420], [0.0012, 0.0048, 0.0332], [0.0142, 0.0127, 0.0051], [-0.0263, -0.0080, 0.0104], [0.0015, 0.0077, -0.0083], [-0.0204, 0.0164, -0.0054], [-0.0044, -0.0120, 0.0036], [-0.0413, -0.0013, 0.0390], [-0.0566, -0.0940, -0.0389], [-0.0044, -0.0151, -0.0392], [-0.0243, 0.0682, 0.0188], [-0.0260, 0.0360, 0.0342], [-0.0377, 0.1057, 0.0466], [-0.0216, -0.0060, 0.0082], [-0.0162, 0.0082, 0.0181], [0.0314, 0.0118, 0.0168], [-0.0014, -0.0119, -0.0141], [0.0016, 0.0083, -0.0204], [-0.0173, 0.0004, 0.0400], [-0.1514, 0.0402, 0.0125], [-0.0305, -0.0308, 0.0232], [0.0423, 0.0053, 0.0028], [-0.0008, -0.0037, 0.0084], [-0.0773, -0.0601, 0.0356], [0.0807, 0.0545, 0.0204], [-0.0014, -0.0091, 0.0005], [0.0128, -0.0260, -0.0233], [0.0193, 0.0066, 0.0273], [-0.0101, -0.0170, -0.0249], [0.0011, -0.0070, 0.0091], [-0.0092, 0.0270, -0.0018], [0.0204, -0.0147, 0.0080], [0.0125, 0.0114, -0.0094], [0.0291, -0.0048, -0.0207], [0.0033, 0.0131, -0.0078], [-0.0023, 0.0162, -0.0264], [0.0137, 0.0036, -0.0122], [0.0023, -0.0041, -0.0041], [0.0089, 0.0066, 0.0082], [0.0040, 0.0026, -0.0101], [0.0155, -0.0112, 0.0041], [-0.0059, -0.0182, -0.0055], [-0.0142, -0.0151, -0.0124], [-0.0336, 0.0000, 0.0185], [-0.0221, -0.0098, 0.0012], [-0.0093, 0.0063, -0.0204], [0.1396, -0.0929, -0.0865], [-0.0011, -0.0113, -0.0179], [-0.0270, 0.0317, 0.0083], [0.0029, 0.0048, -0.0053], [-0.0026, 0.0025, -0.0049], [-0.0005, 0.0011, 0.0009], [0.0004, 0.0067, 0.0008], [-0.0016, 0.0005, -0.0016], [-0.0142, -0.0029, -0.0041], [0.0061, -0.0106, -0.0097], [0.0017, -0.0002, 0.0012], [0.0199, 0.0194, 0.0084], [0.0004, 0.0108, 0.0058], [0.0014, -0.0003, 0.0021], [-0.0016, -0.0085, -0.0144], [-0.0096, 0.0474, -0.0347], [0.0357, -0.0174, -0.0080], [0.0093, -0.0221, 0.0100], [-0.0010, -0.0003, 0.0050], [0.0026, -0.0285, 0.0151], [0.0152, -0.0027, -0.0103], [-0.0067, -0.0019, -0.0018], [0.0007, 0.0029, 0.0001], [-0.0023, 0.0037, 0.0044], [-0.0007, -0.0077, -0.0196], [0.0063, -0.0021, -0.0138], [0.0234, -0.0502, 0.0093], [-0.0059, 0.0043, -0.0039], [0.0010, 0.0034, -0.0011], [-0.0002, -0.0076, 0.0021], [0.0054, 0.0011, 0.0005], [-0.0044, 0.0048, 0.0164], [-0.0044, 0.0011, -0.0002], [0.0020, -0.0008, -0.0009], [0.0011, -0.0023, -0.0076], [0.0092, 0.0052, 0.0072], [-0.0055, 0.0019, -0.0009], [0.0171, 0.0149, 0.0019], [-0.0039, -0.0013, 0.0016], [-0.0002, 0.0042, 0.0001], [-0.0007, 0.0255, -0.0092], [0.0075, 0.0022, -0.0080], [0.1698, -0.0101, -0.0295], [0.0063, 0.0054, 0.0032], [0.0020, -0.0001, -0.0012], [-0.0011, 0.0044, -0.0002]], "mulliken_charge": [1.266, -0.276, -0.292, 0.136, -0.296, -0.245, -0.749, -0.696, -0.396, -0.239, -0.289, -0.093, -0.420, 0.005, -0.622, -0.744, -0.616, -1.135, -0.050, 0.896, 1.028, 0.096, -0.034, 0.422, 0.515, -0.557, -0.351, -0.090, -0.953, -0.722, -0.525, 0.830, -0.306, 0.120, -0.167, -0.635, -1.181, -0.253, -0.389, -0.420, -0.747, -0.601, -0.763, -1.237, -0.268, -0.566, -0.117, 0.457, -1.171, 0.340, 0.282, 0.381, 0.399, 0.394, 0.322, 0.183, 0.284, -0.426, 0.338, 0.390, 0.007, 0.467, 0.329, 0.277, 0.395, 0.479, 0.276, 0.468, 0.391, 0.179, 0.296, 0.158, 0.278, 0.466, 0.379, -0.095, 0.338, 0.126, 0.375, 0.430, 0.445, 0.261, 0.382, 0.419, 0.243, 0.243, 0.226, 0.501, -0.255, 0.426, 0.288, 0.353]}


{"formula": "C35H45B2F4N11O5PRbSi", "method": "wB97M-V/def2-TZVPD", "e_homo_ev": [-7.6, -7.6], "gap_ha": [0.233, 0.204], "lumo_ev": [-1.274, -2.061], "species": ["Rb", "P", "Si", "F", "F", "F", "F", "O", "O", "O", "O", "O", "N", "N", "N", "N", "N", "N", "N", "N", "N", "N", "N", "C", "C", "C", "C", "C", "C", "C", "C", "C", "C", "C", "C", "C", "C", "C", "C", "C", "C", "C", "C", "C", "C", "C", "C", "C", "C", "C", "C", "C", "C", "C", "C", "C", "C", "C", "B", "B", "H", "H", "H", "H", "H", "H", "H", "H", "H", "H", "H", "H", "H", "H", "H", "H", "H", "H", "H", "H", "H", "H", "H", "H", "H", "H", "H", "H", "H", "H", "H", "H", "H", "H", "H", "H", "H", "H", "H", "H", "H", "H", "H", "H", "H"], "positions_angstrom": [[-0.05665, -0.40109, -0.09921], [-3.68929, 1.61740, 0.87475], [1.87261, -1.46024, 4.51993], [2.51796, -0.84271, 0.12858], [4.49591, 0.22282, -0.38130], [-2.00688, 3.80372, -2.90815], [-4.01784, 2.84786, -3.50690], [2.70496, 1.53357, 0.17937], [2.83123, 0.21680, -1.96651], [-2.15060, 1.51347, -3.61906], [0.55673, -3.26950, 0.64806], [-3.05216, 2.21190, -1.49997], [-2.97190, 1.39317, 3.53127], [-4.87346, -0.03633, -1.00280], [-0.58318, 4.08866, -0.39134], [1.50239, 0.37437, -2.24818], [1.38367, 1.79198, 0.25626], [-3.34014, 4.14365, -0.26266], [-1.23143, 2.85857, -0.20265], [-2.86165, -0.74858, -0.42832], [-0.88426, 1.25221, -3.14628], [-1.66580, 0.17478, 2.22695], [1.17667, -2.30703, 3.14583], [-5.99593, 0.85554, -1.22004], [-0.01387, -3.73032, -0.52859], [-4.79158, 4.20799, -0.43702], [1.73167, -4.55894, 3.87784], [1.08035, 2.84723, 0.89328], [-1.21123, -4.43078, -0.53298], [-2.63435, 5.24218, -0.50181], [-0.91519, 3.83140, 2.15078], [0.03817, -3.73144, -2.91810], [0.61262, -3.36448, -1.70860], [-3.78942, 0.15377, -0.19061], [-2.70619, 2.76027, -0.33826], [-2.64916, 1.05396, 2.24129], [-1.34690, -0.06883, 3.52671], [-1.14141, -4.46213, -2.94177], [1.28151, -3.59773, 2.90725], [1.66602, 0.36988, 4.26888], [-0.24872, 0.38937, -3.84232], [1.76983, -5.90438, 3.63574], [0.90108, -4.15422, 1.62157], [-2.14196, 0.68330, 4.34965], [-1.26524, 5.24596, -0.48862], [2.05496, 3.79682, 1.52436], [2.10757, -0.43914, -4.48308], [0.96687, -5.51939, 1.38849], [-1.76284, -4.80778, -1.74808], [0.99398, -1.87074, 6.13777], [-0.34822, 3.30737, 0.86080], [-4.58749, -1.10420, -1.80138], [-0.80917, -0.29964, -5.05373], [-4.02172, 2.29272, 3.97586], [1.38785, -6.38925, 2.38365], [-3.34796, -1.53721, -1.42818], [3.69547, -1.86485, 4.60084], [1.16351, 0.09868, -3.44697], [-2.76141, 2.62765, -2.93008], [3.12632, 0.26446, -0.52345], [-6.85721, 0.26892, -1.53358], [1.69715, -1.33566, -4.95150], [-2.78242, -2.36580, -1.82182], [-0.89881, -1.37353, -4.86475], [3.06346, -0.67249, -4.02464], [-2.69355, -5.36044, -1.76100], [1.10513, -2.90451, 6.46327], [1.97515, 0.90426, 5.17131], [0.71662, -5.91172, 0.41532], [2.28489, 0.71146, 3.43954], [1.53263, -2.79219, -1.65916], [-1.69921, -4.67220, 0.40219], [-0.31710, 4.66331, 2.52092], [-5.74597, 1.58058, -1.99567], [4.18535, -1.30468, 5.40078], [-3.86930, 2.50552, 5.03112], [4.16408, -1.58158, 3.65542], [-0.56989, -0.76957, 3.78436], [-6.24265, 1.36965, -0.29353], [-5.00417, 1.84335, 3.83782], [-1.58227, -4.75268, -3.88628], [0.52148, -3.44667, -3.84395], [-2.19050, 0.77304, 5.42154], [1.80412, 4.83272, 1.28227], [2.06201, 3.69152, 2.61178], [-0.07626, -1.66160, 6.06129], [-0.68262, 6.14860, -0.58223], [3.05128, 3.57333, 1.15327], [1.43310, -7.45010, 2.17516], [3.88188, -2.92690, 4.76595], [-5.30462, 3.87260, 0.46072], [2.03079, -4.18314, 4.84361], [-5.06892, 5.23675, -0.65257], [-1.79000, 0.09786, -5.29101], [2.10122, -6.58920, 4.40525], [-0.15128, -0.17409, -5.91414], [1.39351, -1.23114, 6.92956], [2.26908, 0.29415, -5.27689], [-0.87140, 3.03052, 2.89122], [-5.07456, 3.58522, -1.28343], [-3.98253, 3.22850, 3.42162], [-1.94718, 4.16236, 2.03652], [-3.18327, 6.16037, -0.65934], [-5.27730, -1.44700, -2.55316], [0.62859, 0.63352, 4.05665]], "atomic_forces_ev_per_a": [[-0.7981, -0.7687, 0.0001], [-0.0085, 0.0248, 0.0245], [0.1395, -0.2026, 0.0629], [0.1893, 0.0381, -0.0211], [-0.0032, 0.0118, -0.0356], [0.0078, 0.0046, -0.0111], [-0.0118, 0.0220, -0.0114], [-0.0112, 0.0530, 0.0383], [0.0169, 0.0274, -0.0248], [-0.0339, 0.0078, -0.0186], [-0.1328, -0.1231, 0.3962], [0.1119, -0.1477, -0.0094], [0.0037, 0.0118, -0.0365], [0.0135, 0.0044, -0.0110], [-0.1236, -0.0101, 0.0570], [0.0949, -0.0412, -0.0855], [0.3523, 0.2240, 0.0413], [0.0404, 0.0030, -0.0263], [0.0826, 0.0846, -0.0357], [-0.2021, -0.1146, 0.0903], [0.0938, 0.1073, -0.0566], [0.0114, 0.1144, 0.1396], [0.0514, 0.0104, -0.0947], [-0.0068, -0.0093, 0.0020], [0.0303, 0.1038, -0.0722], [-0.0175, -0.0160, -0.0170], [-0.0127, -0.0012, -0.0658], [-0.0217, -0.0089, 0.0324], [0.0032, 0.0065, 0.0281], [-0.0004, -0.0132, 0.0038], [-0.0126, -0.0078, -0.0104], [-0.0065, 0.0019, -0.0265], [0.0585, 0.0202, 0.0380], [0.0239, 0.0370, -0.0138], [-0.0790, 0.0438, 0.0075], [-0.0554, -0.0135, -0.0132], [-0.3451, -0.1461, -0.0793], [0.0130, 0.0076, -0.0044], [-0.1726, -0.0131, 0.0212], [0.0267, 0.2060, -0.0581], [-0.0070, -0.0341, 0.0271], [0.0271, 0.0343, 0.0801], [0.0653, -0.0203, -0.1409], [-0.0357, -0.0189, 0.0060], [0.0410, 0.0207, -0.0221], [0.0074, -0.0200, -0.0032], [0.0195, 0.0437, -0.0017], [0.0800, 0.0675, 0.0149], [0.0093, -0.0099, 0.0113], [-0.0064, 0.0225, -0.0558], [0.0840, 0.0000, 0.0194], [-0.0068, 0.0116, -0.0103], [-0.0171, -0.0124, 0.0124], [0.0007, -0.0005, 0.0024], [-0.0212, -0.0253, -0.0788], [0.0049, -0.0063, 0.0125], [0.0177, 0.0417, 0.0444], [0.0586, 0.0784, -0.0447], [-0.0340, 0.0092, 0.0385], [0.1044, 0.0610, 0.0747], [-0.0030, -0.0007, 0.0059], [0.0002, 0.0013, -0.0021], [-0.0037, 0.0064, 0.0010], [0.0136, -0.0015, -0.0056], [0.0004, -0.0004, -0.0031], [-0.0003, 0.0026, 0.0017], [-0.0017, -0.0437, -0.0232], [0.0569, -0.0020, 0.0031], [-0.0428, -0.0008, -0.0584], [0.0501, 0.0484, -0.1156], [0.0057, -0.0053, -0.0072], [0.0098, -0.0080, 0.0115], [0.0106, -0.0057, 0.0043], [-0.0015, -0.0030, -0.0013], [0.0019, 0.0065, -0.0035], [-0.0019, -0.0059, 0.0017], [0.0098, -0.0183, 0.0062], [-0.3859, -0.0474, -0.1301], [0.0060, 0.0051, -0.0027], [0.0014, 0.0001, -0.0042], [0.0035, -0.0011, -0.0007], [0.0053, -0.0016, 0.0023], [-0.0009, 0.0018, 0.0042], [0.0016, 0.0003, 0.0090], [0.0008, 0.0115, 0.0139], [-0.0141, -0.0203, -0.0032], [-0.0014, 0.0005, 0.0157], [-0.0008, 0.0005, -0.0003], [-0.0004, 0.0070, -0.0105], [0.0391, 0.0359, -0.0055], [0.0058, -0.0092, 0.0038], [-0.0074, 0.0188, 0.0757], [0.0014, 0.0012, 0.0156], [0.0012, -0.0058, 0.0003], [-0.0006, 0.0122, 0.0024], [-0.0011, 0.0093, -0.0039], [0.0104, 0.0048, -0.0126], [0.0001, -0.0001, -0.0008], [-0.0048, 0.0014, 0.0013], [0.0069, 0.0147, -0.0140], [0.0014, 0.0030, 0.0041], [0.0004, 0.0170, -0.0078], [-0.0010, -0.0014, 0.0076], [0.0035, 0.0027, -0.0027], [0.5241, 0.1876, 0.0977]], "mulliken_charge": [1.025, -0.667, 0.187, -0.177, -0.357, -0.385, -0.386, -0.438, -0.520, -0.561, 0.303, -0.045, 0.470, 0.219, -0.489, 0.378, 0.647, 0.491, 1.302, 0.289, -0.131, 0.486, 0.343, -0.756, -0.493, -0.849, -0.282, -0.073, 0.227, 0.103, -1.484, -0.480, 0.029, -0.227, -0.184, -0.874, -1.213, -0.462, 0.524, -0.290, 0.657, -1.238, 0.697, -0.706, -0.919, -1.758, -1.681, -0.915, -0.979, -1.112, 0.786, -1.007, -1.384, -0.830, -0.682, -0.054, -1.074, 0.171, 0.821, 0.537, 0.427, 0.307, 0.074, 0.159, 0.386, 0.369, 0.370, 0.467, 0.405, 0.115, 0.522, 0.491, 0.512, 0.208, 0.391, 0.320, 0.313, 0.777, 0.266, 0.301, 0.423, 0.447, 0.412, 0.452, 0.227, 0.303, 0.531, 0.459, 0.416, 0.340, 0.184, 0.240, 0.503, 0.381, 0.408, 0.400, 0.372, 0.345, 0.039, 0.138, 0.293, 0.266, 0.471, 0.443, -0.204]}